No. 1
{"formula": "C2H10NOSi", "method": "ωB97M-V/def2-TZVPD", "orbital_gap_ev": 11.2, "relative_energy_kcal_mol": 54.8, "max_force_ha_per_bohr": 0.07437, "multiplicity": 1, "total_charge": 1, "smiles": "[NH3+]CCO[SiH3]", "homo_energy_ev": -14.811, "elements": ["C", "C", "N", "O", "Si", "H", "H", "H", "H", "H", "H", "H", "H", "H", "H"], "positions_angstrom": [[0.574832, -1.614028, 0.109417], [-0.391636, -0.312025, 0.970881], [0.596243, -1.202593, -1.295494], [-0.534615, 0.746768, 0.044353], [-0.599230, 2.383481, 0.309779], [0.103500, -2.540072, 0.365573], [1.679688, -1.600317, 0.497318], [-1.455439, -0.622394, 1.402965], [0.385888, -0.011238, 1.804178], [0.161075, -1.702704, -2.032779], [1.563606, -0.960171, -1.640817], [-0.091008, -0.442637, -1.187547], [-1.847065, 2.333453, 1.023573], [-0.819678, 2.551092, -1.147193], [0.673839, 2.993385, 0.775793]], "atomic_forces_ev_per_a": [[0.63, 1.86, 3.28], [1.78, -0.58, 0.84], [0.76, 0.73, -0.21], [0.95, -3.11, 0.30], [-0.23, -0.04, -1.58], [-0.13, -0.59, -0.50], [-2.36, 0.03, -0.58], [2.52, 0.17, -1.02], [-1.91, -0.67, -1.28], [-0.41, -1.82, -0.54], [-1.53, 0.28, 0.56], [0.67, 1.91, -0.64], [-0.36, 0.99, 0.85], [0.04, 1.01, 0.24], [-0.42, -0.14, 0.27]], "mulliken_charge": [-0.605, -0.269, -0.199, -0.305, 0.265, 0.321, 0.303, 0.320, 0.316, 0.354, 0.368, 0.318, -0.063, -0.077, -0.048]}

No. 2
{"formula": "C2H10O2S", "method": "ωB97M-V/def2-TZVPD", "orbital_gap_ev": 10.1, "relative_energy_kcal_mol": 2.4, "max_force_ha_per_bohr": 0.02034, "multiplicity": 1, "total_charge": 0, "smiles": "CCS.O.O", "homo_energy_ev": -9.601, "elements": ["C", "C", "S", "H", "H", "H", "H", "H", "H", "H", "H", "O", "H", "H", "O"], "positions_angstrom": [[0.157782, -2.532216, -0.147968], [0.161754, -1.013908, -0.140072], [-1.467695, -0.201061, -0.213789], [-0.490590, -2.871276, 0.658082], [-0.061748, -2.925497, -1.135911], [1.162149, -2.906900, 0.079745], [0.700245, -0.673063, -1.021247], [0.612874, -0.535804, 0.727849], [-1.961272, -0.741175, -1.353428], [1.266160, 2.201116, -1.211589], [-0.211240, 1.818428, -1.174605], [0.414799, 2.493806, -0.850183], [-0.448144, 2.319963, 2.560920], [-0.017673, 2.703172, 1.137844], [0.182601, 2.864416, 2.084350]], "atomic_forces_ev_per_a": [[0.59, 0.31, 0.81], [-0.06, 0.28, -0.97], [-0.39, -0.17, -0.11], [-0.24, -0.41, -0.36], [-0.56, -0.07, 0.08], [-0.02, 0.15, 0.06], [0.27, 0.16, 0.08], [0.11, -0.29, 0.11], [0.29, 0.01, 0.28], [-0.23, 0.27, 0.26], [0.11, 0.33, 0.30], [0.03, -0.56, -0.50], [-0.07, 0.00, 0.09], [0.36, 0.18, 0.49], [-0.19, -0.19, -0.61]], "mulliken_charge": [-1.106, -0.317, -0.307, 0.308, 0.320, 0.333, 0.281, 0.362, 0.128, 0.321, 0.310, -0.654, 0.305, 0.354, -0.638]}

No. 3
{"formula": "C2H10O2S", "method": "ωB97M-V/def2-TZVPD", "orbital_gap_ev": 10.0, "relative_energy_kcal_mol": 19.2, "max_force_ha_per_bohr": 0.10363, "multiplicity": 1, "total_charge": 0, "smiles": "CCS.O.O", "homo_energy_ev": -9.384, "elements": ["C", "C", "S", "H", "H", "H", "H", "H", "H", "H", "H", "O", "H", "H", "O"], "positions_angstrom": [[-0.147472, -2.981984, -0.293245], [-0.268054, -1.433931, -0.367546], [0.807615, -0.611097, -1.580897], [-0.126133, -3.325623, -1.370459], [0.822603, -3.401478, 0.010418], [-1.004075, -3.535668, 0.210761], [-0.019400, -0.937823, 0.534145], [-1.305163, -1.124080, -0.487781], [1.867884, -1.073061, -0.963834], [-0.511172, 2.620679, -1.396465], [0.234436, 1.581818, -0.432439], [-0.611960, 2.068671, -0.561023], [0.396255, 3.336853, 2.019573], [-0.007975, 4.821633, 2.187795], [-0.127389, 3.995091, 2.490998]], "atomic_forces_ev_per_a": [[-0.39, -0.67, -1.88], [-0.45, -0.80, 0.35], [-0.65, -0.28, -0.36], [-0.52, 0.23, 0.92], [-0.26, 0.60, 0.64], [1.12, 1.00, -0.42], [0.36, 0.08, 1.26], [0.03, -0.10, -0.66], [0.91, -0.16, 0.13], [0.04, -1.24, 1.68], [-0.81, 0.50, -0.60], [0.68, 0.83, -1.08], [-0.15, 0.63, -0.19], [0.96, 4.18, -1.99], [-0.87, -4.78, 2.19]], "mulliken_charge": [-0.981, -0.459, -0.255, 0.287, 0.294, 0.293, 0.342, 0.366, 0.125, 0.326, 0.295, -0.631, 0.314, 0.285, -0.602]}

No. 4
{"formula": "C2H10O2S2", "method": "ωB97M-V/def2-TZVPD", "s_squared": 0.75, "orbital_gap_ev": [2.3, 7.1], "relative_energy_kcal_mol": 27.0, "max_force_ha_per_bohr": 0.05540, "multiplicity": 2, "total_charge": -1, "homo_energy_ev": [0.317, -4.439], "elements": ["C", "C", "S", "S", "H", "H", "H", "H", "H", "H", "H", "H", "O", "H", "H", "O"], "positions_angstrom": [[1.608228, -0.504195, -1.688260], [0.299919, -0.500092, -0.932978], [-1.333664, -0.687243, -1.748126], [-1.224209, 0.934237, -3.078802], [2.421332, -0.095834, -1.089570], [1.562305, 0.236978, -2.501192], [1.912622, -1.491262, -2.080823], [0.081273, 0.472958, -0.515984], [0.372843, -1.195945, -0.098315], [-1.394854, 1.984907, -2.216422], [-0.212787, -0.748204, 3.520169], [0.049300, -1.091557, 4.897922], [-0.202750, -0.304309, 4.380907], [-1.468804, 1.236918, 0.302238], [-0.822014, 0.841416, 1.664874], [-1.648739, 0.911228, 1.184364]], "atomic_forces_ev_per_a": [[0.06, 0.52, -1.03], [-0.33, 0.17, 0.46], [0.13, -2.66, 1.02], [0.22, 2.28, -1.22], [0.06, -0.28, 0.49], [-0.18, -0.50, -0.17], [-0.28, 0.42, 0.14], [0.97, 0.34, 0.36], [-0.32, -0.15, 0.02], [-0.05, -0.25, -0.33], [-0.27, 0.58, -0.28], [-0.12, 0.70, 0.32], [0.37, -1.31, -0.07], [0.14, -0.11, -0.22], [0.16, 0.21, -0.27], [-0.54, 0.02, 0.77]], "mulliken_spin": [0.018, -0.071, 0.562, 0.372, -0.014, 0.022, -0.005, 0.003, 0.065, 0.034, 0.001, -0.003, 0.002, 0.007, 0.003, 0.003]}

No. 5
{"formula": "C2H10O2S2", "method": "ωB97M-V/def2-TZVPD", "orbital_gap_ev": 9.5, "relative_energy_kcal_mol": 15.7, "max_force_ha_per_bohr": 0.01810, "multiplicity": 1, "total_charge": 0, "smiles": "CCSS.O.O", "homo_energy_ev": -9.100, "elements": ["C", "C", "S", "S", "H", "H", "H", "H", "H", "H", "H", "H", "O", "H", "H", "O"], "positions_angstrom": [[-1.258523, -3.525014, 0.017747], [-1.970862, -3.491927, -1.329947], [-0.972037, -2.496395, -2.541514], [-0.649743, -0.703778, -1.615716], [-1.897620, -3.988612, 0.772467], [-1.103244, -2.508411, 0.382604], [-0.285540, -3.994495, -0.122082], [-3.005920, -3.164874, -1.225571], [-1.966752, -4.449106, -1.855390], [-1.426201, 0.243627, -2.165846], [1.880014, 3.330655, 3.565085], [1.996386, 4.709956, 2.860075], [2.443947, 3.888560, 3.025007], [2.712874, 4.899980, -0.532555], [2.917809, 5.523264, 0.823991], [2.585415, 5.726575, -0.058348]], "atomic_forces_ev_per_a": [[-0.40, 0.18, -0.28], [0.53, 0.57, -0.14], [-0.73, 0.05, 0.04], [0.71, 0.13, 0.58], [0.31, -0.41, -0.07], [0.07, 0.02, -0.14], [-0.08, -0.18, 0.42], [0.11, 0.24, -0.27], [-0.05, -0.14, 0.24], [-0.48, -0.46, -0.39], [-0.19, 0.19, -0.01], [-0.59, 0.36, 0.13], [0.73, -0.51, -0.13], [-0.04, -0.02, -0.11], [0.04, 0.06, -0.11], [0.05, -0.08, 0.22]], "mulliken_charge": [-0.984, -0.406, -0.054, -0.231, 0.323, 0.299, 0.309, 0.308, 0.289, 0.147, 0.309, 0.325, -0.631, 0.323, 0.312, -0.640]}

No. 6
{"formula": "C2H10O2Si2", "method": "ωB97M-V/def2-TZVPD", "orbital_gap_ev": 7.7, "relative_energy_kcal_mol": 129.1, "max_force_ha_per_bohr": 0.06658, "multiplicity": 1, "total_charge": 0, "homo_energy_ev": -7.540, "elements": ["C", "C", "O", "O", "Si", "Si", "H", "H", "H", "H", "H", "H", "H", "H", "H", "H"], "positions_angstrom": [[2.759094, 1.114325, -0.755240], [1.775747, 0.163024, -1.306046], [-3.180561, 0.309835, 0.447687], [1.407073, -0.986242, -0.613523], [-2.840016, -1.025029, -0.369086], [0.343919, -1.409609, 0.568891], [2.968008, 1.915444, -1.590367], [2.492204, 1.731763, 0.116428], [3.713755, 0.763022, -0.435386], [2.146920, -0.186677, -2.208596], [0.798569, 0.621943, -1.507517], [-3.167512, 0.395879, 1.368939], [-3.036110, -1.009189, -1.850807], [-3.786317, -2.187956, 0.116110], [0.686066, -2.830695, 0.921348], [0.348591, -0.652689, 1.796441]], "atomic_forces_ev_per_a": [[0.69, 3.35, -0.22], [-2.29, 0.40, 0.38], [-0.67, 1.39, -1.76], [0.47, -1.25, 1.76], [1.69, -2.92, 0.57], [-1.77, -0.79, -1.55], [-0.36, -1.55, 1.42], [-0.73, -0.31, -0.23], [0.75, -0.99, -0.29], [0.72, -0.62, -1.94], [0.40, 0.76, -0.32], [0.09, 0.00, 1.82], [0.04, 0.53, 0.37], [0.91, 0.89, -0.34], [-0.16, 0.46, -0.22], [0.20, 0.65, 0.56]], "mulliken_charge": [-1.048, -0.131, -0.404, -0.209, 0.231, 0.146, 0.283, 0.298, 0.332, 0.265, 0.275, 0.337, -0.090, -0.080, -0.085, -0.120]}

No. 7
{"formula": "C2H10O4", "method": "ωB97M-V/def2-TZVPD", "orbital_gap_ev": 9.8, "relative_energy_kcal_mol": 27.8, "max_force_ha_per_bohr": 0.04580, "multiplicity": 1, "total_charge": 0, "smiles": "C=CO.O.O.O", "homo_energy_ev": -9.431, "elements": ["C", "C", "O", "H", "H", "H", "H", "H", "H", "O", "H", "H", "O", "H", "H", "O"], "positions_angstrom": [[0.384078, -0.643305, 1.831562], [0.129999, -1.585527, 0.926690], [-0.982316, -1.587139, 0.110442], [1.313651, -0.779722, 2.352242], [-0.483121, -0.005460, 1.918080], [0.847840, -2.360838, 0.635367], [-0.647988, -1.367953, -0.775235], [-0.678223, 0.249768, -2.317870], [0.130990, -0.500899, -3.295530], [-0.371109, -0.650829, -2.485064], [-1.601562, 2.049841, 1.001438], [-1.809841, 2.000950, -0.523165], [-1.136279, 2.025981, 0.160535], [0.876635, 1.230673, 0.286457], [2.247145, 0.557203, 0.199833], [1.780097, 1.367253, -0.025789]], "atomic_forces_ev_per_a": [[-0.99, -1.85, -1.08], [0.62, 0.03, -0.98], [0.17, 0.24, 0.51], [-0.12, 0.70, 0.67], [0.56, 0.78, 0.80], [-0.05, 0.11, 0.37], [-0.23, -0.26, -0.16], [-0.08, -0.11, 0.37], [0.18, -0.49, 0.07], [-0.06, 0.67, -0.40], [-0.13, 0.00, -0.06], [-0.16, 0.02, 0.11], [0.23, 0.00, -0.01], [0.02, 0.04, -0.10], [-0.13, 0.03, 0.01], [0.16, 0.10, -0.13]], "mulliken_charge": [-1.069, 0.225, -0.475, 0.353, 0.305, 0.356, 0.330, 0.294, 0.315, -0.656, 0.313, 0.296, -0.613, 0.338, 0.337, -0.648]}

No. 8
{"formula": "C2H11N2", "method": "ωB97M-V/def2-TZVPD", "orbital_gap_ev": 11.4, "relative_energy_kcal_mol": 21.3, "max_force_ha_per_bohr": 0.03585, "multiplicity": 1, "total_charge": 1, "homo_energy_ev": -14.617, "elements": ["N", "H", "H", "H", "H", "C", "N", "C", "H", "H", "H", "H", "H", "H", "H"], "positions_angstrom": [[-0.593017, -1.914724, 1.523369], [-1.587805, -1.748890, 1.608669], [-0.273730, -0.288080, 0.262075], [-0.134511, -1.856936, 2.427754], [-0.299607, -2.727880, 1.008674], [1.495596, 0.814839, -0.156087], [0.016576, 0.652607, -0.059138], [-0.774429, 0.811293, -1.369231], [2.016888, -0.065519, 0.213087], [1.713747, 0.815476, -1.234308], [1.823444, 1.801147, 0.144512], [-0.442700, 1.270183, 0.605992], [-1.481777, 1.639985, -1.385692], [-1.407791, -0.080293, -1.392603], [-0.070882, 0.876792, -2.197073]], "atomic_forces_ev_per_a": [[0.49, 1.42, -0.24], [0.10, -0.73, 0.04], [0.74, -0.31, 0.65], [-0.22, -0.20, -0.23], [-0.46, -0.31, 0.16], [0.03, -0.12, -1.84], [-1.43, 0.29, -0.76], [-0.20, -0.57, 0.31], [-0.09, 0.41, 0.68], [-0.03, -0.12, 0.28], [0.02, -0.17, 0.78], [0.51, 0.21, 0.28], [0.51, 0.30, 0.36], [0.30, 0.05, -0.55], [-0.26, -0.15, 0.06]], "mulliken_charge": [-0.829, 0.258, 0.309, 0.249, 0.236, -0.751, -0.030, -0.692, 0.314, 0.278, 0.348, 0.374, 0.330, 0.310, 0.296]}

No. 9
{"formula": "C2H11N2O2", "method": "ωB97M-V/def2-TZVPD", "orbital_gap_ev": 11.8, "relative_energy_kcal_mol": 17.3, "max_force_ha_per_bohr": 0.03100, "multiplicity": 1, "total_charge": 1, "homo_energy_ev": -15.065, "elements": ["C", "N", "C", "N", "H", "H", "H", "H", "H", "H", "H", "H", "H", "O", "H", "H", "O"], "positions_angstrom": [[-0.141747, 0.232054, -2.536572], [0.673476, 0.374345, 0.985457], [0.623203, -0.061769, -0.239738], [-0.385979, 0.219952, -1.053345], [0.880859, -0.098942, -2.594142], [-0.276067, 1.260107, -2.861484], [-0.756475, -0.475032, -3.102994], [0.097766, 1.158068, 1.271186], [1.409259, 0.124633, 1.621015], [1.330673, -0.729861, -0.719539], [-0.987457, 0.948297, -0.685329], [1.899618, -3.733586, 0.644097], [0.844287, -3.153868, -0.191417], [1.461906, -2.884217, 0.503825], [-2.901125, 1.976100, 2.288075], [-1.968126, 3.101128, 2.236383], [-2.059304, 2.206862, 1.902750]], "atomic_forces_ev_per_a": [[-0.19, -0.43, 1.06], [0.36, 0.37, 0.11], [-1.04, -0.35, -1.16], [0.50, 0.88, -0.02], [0.41, 0.18, -0.74], [0.17, -0.15, -0.30], [-0.18, 0.32, 0.42], [-0.40, -0.22, 0.15], [0.22, -0.33, -0.05], [0.51, -0.02, 0.92], [-0.56, -0.20, -0.20], [0.33, 0.19, 0.40], [-0.14, 0.27, 0.13], [-0.25, -0.43, -0.58], [-0.50, -0.60, 0.06], [0.38, 0.39, -0.08], [0.36, 0.13, -0.12]], "mulliken_charge": [-0.688, -0.246, 0.147, -0.157, 0.325, 0.289, 0.272, 0.165, 0.280, 0.359, 0.236, 0.328, 0.318, -0.638, 0.315, 0.328, -0.633]}

No. 10
{"formula": "C2H11N2O2", "method": "ωB97M-V/def2-TZVPD", "s_squared": 0.80, "orbital_gap_ev": [8.8, 4.2], "relative_energy_kcal_mol": 71.5, "max_force_ha_per_bohr": 0.07583, "multiplicity": 2, "total_charge": 2, "homo_energy_ev": [-18.873, -18.849], "elements": ["C", "N", "C", "N", "H", "H", "H", "H", "H", "H", "H", "H", "H", "O", "H", "H", "O"], "positions_angstrom": [[0.269328, 0.547891, -1.710533], [0.086982, -0.380306, 1.897256], [0.080186, 0.267924, 0.716025], [0.515920, -0.155307, -0.463020], [-0.343264, -0.015298, -2.466890], [-0.279782, 1.503669, -1.428549], [1.221144, 0.690260, -2.364684], [0.855040, -1.159141, 1.971977], [-0.906188, -0.460296, 2.273974], [-0.461734, 1.320384, 0.784691], [0.948421, -1.126742, -0.481305], [-2.470463, 3.575537, -0.166818], [-2.234901, 2.526274, -1.223245], [-2.099379, 2.635824, -0.276252], [1.280039, -3.982775, 1.091188], [2.235289, -2.755711, 0.865622], [1.303361, -3.032187, 0.980563]], "atomic_forces_ev_per_a": [[-0.15, 1.53, -0.48], [0.87, -2.29, -2.17], [-1.94, 3.37, 0.29], [0.88, -1.52, 0.18], [0.16, -0.22, 0.94], [1.02, -1.04, -0.64], [-0.93, -0.10, 1.43], [-1.90, 0.62, 0.58], [1.55, 0.31, 0.72], [0.58, -1.97, -0.73], [-0.52, 0.88, -0.14], [0.83, -1.88, 0.22], [-0.23, -0.17, -0.16], [-0.46, 1.86, -0.04], [0.09, -0.50, 0.10], [-0.38, -0.98, 0.18], [0.52, 2.11, -0.29]], "mulliken_spin": [0.044, 0.618, -0.171, 0.423, 0.054, -0.005, 0.064, -0.014, -0.015, 0.006, -0.017, 0.000, 0.000, 0.005, 0.000, 0.000, 0.009]}